This record from OMol25 describes a structure of composition C60H59CaN9O5. The level of theory is ωB97M-V with the def2-TZVPD basis set.

Frontier orbital gap, hartree: 0.2079
Total charge: -2
Energy relative to the best compared isomer or geometry (same formula, charge and spin), eV: 0.000
Highest occupied orbital energy, eV: -2.0

Element x y z (Å)
1 Ca 0.61131 -1.01688 1.46908
2 O -2.39731 -2.42324 4.75623
3 C -1.62162 -2.25993 3.78173
4 N -1.34281 -1.14567 3.13103
5 C -1.93228 0.02004 3.73677
6 C -0.98219 1.18544 3.83793
7 C -1.43799 2.41538 4.32283
8 C -0.53706 3.44555 4.50048
9 C 0.79826 3.23260 4.18078
10 C 1.15650 1.99078 3.68645
11 N 0.29284 0.99105 3.52211
12 C -0.91491 -3.50029 3.28305
13 C -1.51546 -4.74139 3.50013
14 C -0.87542 -5.87594 3.04127
15 C 0.34919 -5.74519 2.39673
16 C 0.86677 -4.47312 2.22527
17 N 0.24841 -3.37677 2.65473
18 H -2.27115 -0.21227 4.75485
19 H -2.83193 0.36462 3.20035
20 H -2.48950 2.53596 4.56056
21 H -0.86727 4.40824 4.87729
22 H 1.54166 4.01140 4.28811
23 H 2.18509 1.76640 3.41751
24 H -2.46067 -4.76820 4.02286
25 H -1.32450 -6.85429 3.17373
26 H 0.88490 -6.60331 2.01130
27 H 1.79981 -4.31523 1.69607
28 C -1.49260 -1.60501 -5.52381
29 C -1.61317 -2.03765 -4.07171
30 C -2.79789 -2.98099 -3.88396
31 O -1.78418 -0.89540 -3.27415
32 C -1.11832 -1.12031 -2.02166
33 C -0.02209 -2.14366 -2.35338
34 O -0.38853 -2.63163 -3.66436
35 C 0.18524 -3.26371 -1.27421
36 O 0.27686 -2.64996 -0.07537
37 C -1.00251 -4.24113 -1.31664
38 C -1.92739 -4.19427 -0.28012
39 C -3.02629 -5.04516 -0.26536
40 C -3.20714 -5.97132 -1.28394
41 C -2.28015 -6.03680 -2.31720
42 C -1.19409 -5.17347 -2.33575
43 C 1.51907 -4.02018 -1.50150
44 C 2.68441 -3.28479 -1.72602
45 C 3.93115 -3.88740 -1.76215
46 C 4.05558 -5.25660 -1.55865
47 C 2.91358 -5.99931 -1.30632
48 C 1.66445 -5.38757 -1.27640
49 C -0.69442 0.27935 -1.44999
50 O 0.08749 0.14878 -0.35915
51 C -2.05227 0.94032 -1.10646
52 C -2.64824 0.61041 0.10996
53 C -3.89188 1.12062 0.45731
54 C -4.56173 1.98941 -0.39949
55 C -3.97564 2.32567 -1.61387
56 C -2.73773 1.79529 -1.96514
57 C 0.07239 1.13771 -2.48423
58 C 0.68576 0.66648 -3.64317
59 C 1.51389 1.48659 -4.40500
60 C 1.74428 2.80273 -4.03648
61 C 1.12967 3.29310 -2.89096
62 C 0.31346 2.46688 -2.13758
63 H -2.38901 -1.05796 -5.81932
64 H -1.38474 -2.48194 -6.16433
65 H -0.62531 -0.95909 -5.64825
66 H -3.69920 -2.50464 -4.27620
67 H -2.94671 -3.19904 -2.82749
68 H -2.62828 -3.92010 -4.41133
69 H -1.81738 -1.55799 -1.30071
70 H 0.93062 -1.62580 -2.43783
71 H -1.74821 -3.48646 0.52025
72 H -3.73244 -4.98965 0.55524
73 H -4.05940 -6.64164 -1.26936
74 H -2.40851 -6.75804 -3.11756
75 H -0.48493 -5.21603 -3.15339
76 H 2.62247 -2.21027 -1.82429
77 H 4.81394 -3.27972 -1.92653
78 H 5.03000 -5.73064 -1.57525
79 H 2.98913 -7.06453 -1.11588
80 H 0.79630 -5.98831 -1.04154
81 H -2.12922 -0.05156 0.79537
82 H -4.33714 0.83757 1.40449
83 H -5.53247 2.38832 -0.12663
84 H -4.49067 2.98758 -2.30272
85 H -2.30242 2.04228 -2.92581
86 H 0.53116 -0.34881 -3.97450
87 H 1.98937 1.07977 -5.29098
88 H 2.40838 3.43075 -4.61876
89 H 1.31554 4.30727 -2.55575
90 H -0.12778 2.84013 -1.22654
91 C 3.26930 0.20149 -0.53954
92 N 2.96641 -0.24983 0.81512
93 C 3.93288 -0.36491 1.64891
94 C 3.73123 -0.81106 2.98495
95 C 4.68243 -0.95679 4.01172
96 C 3.96447 -1.40512 5.12227
97 C 2.62459 -1.50174 4.69659
98 N 2.47863 -1.14321 3.41871
99 C 3.86003 1.58826 -0.58161
100 C 3.12790 2.63468 -0.02294
101 C 3.62150 3.92733 -0.03554
102 C 4.85915 4.19920 -0.61215
103 C 5.59524 3.16483 -1.17035
104 C 5.09642 1.86541 -1.14994
105 H 2.31560 0.22043 -1.07144
106 H 3.93047 -0.50787 -1.05488
107 H 4.96471 -0.11590 1.36107
108 H 5.74252 -0.75437 3.93808
109 H 4.34672 -1.63355 6.10750
110 H 1.76558 -1.81255 5.27882
111 H 2.16268 2.42744 0.41980
112 H 3.02998 4.72502 0.40002
113 H 5.24610 5.21192 -0.62252
114 H 6.56228 3.36467 -1.61849
115 H 5.67190 1.05517 -1.58549
116 C -3.71547 6.43989 1.47778
117 C -2.82466 6.97970 0.36328
118 C -1.70237 7.84908 0.92175
119 C -2.29278 5.84213 -0.51413
120 N -1.45780 4.90305 0.20464
121 C -1.77446 3.71112 0.72795
122 N -0.70177 3.17633 1.24144
123 N 0.28724 4.07040 1.03817
124 N -0.14627 5.10922 0.41840
125 H -4.11335 7.25568 2.08378
126 H -3.14898 5.78169 2.14101
127 H -4.55583 5.86824 1.07788
128 H -3.43810 7.59464 -0.30523
129 H -1.06833 7.27736 1.59994
130 H -2.11740 8.69578 1.47267
131 H -1.06335 8.23498 0.12565
132 H -1.71336 6.22464 -1.35437
133 H -3.12427 5.26079 -0.91664
134 H -2.75418 3.26212 0.68064